ORCA calculation (the ωB97M-V functional and the def2-TZVPD basis) on a single C6H12N2 molecule.

Last column: Mulliken charge in e.
Element x y z (Å)
1 C -1.262 0.526 -2.485  -0.62
2 C -0.703 -0.470 -1.807  -0.26
3 C 0.202 -0.507 -0.188  -0.15
4 C 1.635 -0.164 -0.532  -1.10
5 N -0.604 0.367 0.550  0.14
6 N -0.542 1.696 0.360  -0.55
7 C 0.092 -0.145 2.129  -0.12
8 C -0.028 -1.307 2.757  -0.66
9 H -1.329 1.540 -2.099  0.22
10 H -1.693 0.384 -3.476  0.26
11 H -0.682 -1.467 -2.252  0.27
12 H 0.034 -1.551 0.053  0.34
13 H 2.277 -0.274 0.347  0.31
14 H 1.997 -0.831 -1.318  0.40
15 H 1.737 0.855 -0.915  0.28
16 H -1.452 2.141 0.373  0.24
17 H 0.173 2.066 -0.260  0.20
18 H 0.315 0.761 2.697  0.33
19 H -0.211 -2.236 2.224  0.20
20 H 0.043 -1.385 3.841  0.27

Cartesian forces (eV/Å) of the 3 atoms listed first:
C 0.13 0.14 0.38
C 1.85 -0.68 1.71
C -2.43 0.79 -6.40

Structure (SMILES) ... C=C[C@@H](C)N(N)C=C
Lowest unoccupied orbital energy ... 1.103 eV
E ... -9391.3588 eV

ORCA calculation (the ωB97M-V functional and the def2-TZVPD basis) on a single C19H19NO5 molecule.

Last column: Mulliken charge in e.
Element x y z (Å)
1 C -3.395 -0.673 -1.771  -0.85
2 C -2.769 0.704 -1.968  -0.71
3 N -2.345 1.315 -0.719  0.18
4 C -3.382 1.834 0.151  -0.94
5 C -3.715 0.921 1.332  -0.82
6 C -1.019 1.364 -0.465  0.75
7 O -0.190 0.925 -1.246  -0.69
8 C -0.528 1.921 0.871  -0.64
9 O 0.087 0.835 1.565  -0.67
10 C 1.251 0.380 0.999  0.43
11 C 1.345 -0.935 0.632  0.43
12 C 0.251 -1.877 0.709  -0.02
13 C -0.988 -1.811 1.303  -0.01
14 C -1.638 -3.022 0.988  -0.75
15 C -0.754 -3.737 0.235  -0.49
16 O 0.385 -3.060 0.067  -0.38
17 O 2.472 -1.482 0.133  -0.58
18 C 3.549 -0.697 -0.086  0.47
19 C 4.680 -1.299 -0.642  -0.83
20 C 5.806 -0.544 -0.879  -0.28
21 C 5.827 0.814 -0.568  -0.70
22 C 4.716 1.409 -0.017  -0.55
23 C 3.560 0.663 0.231  0.26
24 C 2.378 1.296 0.831  0.74
25 O 2.350 2.474 1.161  -0.74
26 H -3.572 -1.132 -2.740  0.42
27 H -2.721 -1.310 -1.203  0.09
28 H -4.345 -0.604 -1.247  0.27
29 H -1.873 0.610 -2.586  0.36
30 H -3.475 1.375 -2.468  0.43
31 H -4.277 1.961 -0.462  0.40
32 H -3.095 2.825 0.516  0.45
33 H -2.863 0.813 1.996  0.16
34 H -4.003 -0.067 0.985  0.24
35 H -4.541 1.348 1.896  0.43
36 H 0.203 2.714 0.679  0.30
37 H -1.302 2.289 1.538  0.44
38 H -1.362 -1.006 1.897  0.65
39 H -2.623 -3.320 1.283  0.48
40 H -0.821 -4.706 -0.219  0.50
41 H 4.643 -2.351 -0.877  0.47
42 H 6.679 -1.010 -1.311  0.39
43 H 6.717 1.395 -0.759  0.40
44 H 4.700 2.457 0.238  0.48

Cartesian forces (eV/Å) of the 3 atoms listed first:
C 0.10 0.24 -0.05
C 0.09 -0.21 -0.28
N -0.22 0.02 -0.29

Structure (SMILES) ... CCN(CC)C(=O)COc1c(-c2ccco2)oc2ccccc2c1=O
Lowest unoccupied orbital energy ... 0.058 eV
E ... -31738.0553 eV